# 1
Formula: C23H53AlBr3F6NO26S9
Source: the Open Molecules 2025 dataset
Level of theory: the ωB97M-V functional and the def2-TZVPD basis

Values from the calculation:
**Orbital gap (spin up / spin down)**: 9.17 / 3.79 eV
**<S²>**: 0.763
**Total energy**: -409963.605 eV

Geometry as ORCA input:
```
! RIJCOSX wB97M-V def2-TZVPD def2/J DEFGRID3
* xyz 1 2
Al -0.17502 0.03451 -2.37875
C -1.32215 -0.20880 2.75503
F -1.37506 -1.51114 2.53439
F -2.51191 0.33461 2.69728
F -0.87630 0.07071 3.96476
S -0.08031 0.68951 1.44563
O -1.02925 1.56427 0.72258
O 0.94220 1.41517 2.24295
N 0.43461 -0.65480 0.40402
S 1.57122 -1.23204 1.10422
O 2.83741 -0.77953 0.54236
O 1.49803 -1.18707 2.54200
C 1.37358 -3.09139 0.69309
F 1.17387 -3.15140 -0.64347
F 2.48116 -3.80959 1.07858
F 0.24616 -3.55008 1.26734
O -2.39443 -1.08122 -0.78073
S -3.40023 -1.78541 -0.00993
O -2.94218 -2.84521 0.85432
O -4.41013 -0.70946 0.75375
C -5.01545 -0.99439 2.01927
C -6.49777 -1.21286 1.77164
C -4.63597 -2.58200 -1.13284
H -4.92212 -0.13234 2.67977
H -4.39726 -1.72135 2.54602
H -7.01269 -1.31174 2.72725
H -6.74988 -2.10409 1.19696
H -6.93509 -0.36666 1.24173
H -5.63625 -2.23536 -0.87329
H -4.44925 -3.65299 -1.05395
H -4.54595 -2.20976 -2.15335
O 0.01964 2.84282 -1.43331
S 0.08292 4.24764 -1.06669
O 1.06845 5.14672 -1.65007
O -1.54500 4.81335 -1.15997
C -1.86554 6.06291 -1.76474
C -1.24494 7.21609 -0.98481
C 0.22355 4.43364 0.76432
H -2.95154 6.11404 -1.84266
H -1.49225 6.09789 -2.78824
H -0.16664 7.12229 -1.11349
H -1.46248 7.14004 0.08055
H -1.52071 8.21044 -1.33599
H -0.70786 4.07946 1.20606
H 0.48467 5.48654 0.87073
H 1.00035 3.74032 1.08678
O 3.24755 2.19368 0.60110
S 3.42402 1.81765 -0.80737
O 2.39610 1.10623 -1.53226
O 3.78027 3.18973 -1.69761
C 4.70776 4.09112 -1.09673
C 4.94433 5.16209 -2.12206
C 5.00908 0.86184 -1.06301
H 5.67584 3.66100 -0.83998
H 4.20559 4.56278 -0.25207
H 5.66208 4.71404 -2.80922
H 5.25829 6.08688 -1.63803
H 4.02449 5.48069 -2.61245
H 5.69832 1.23088 -0.30349
H 5.53074 1.06162 -1.99899
H 4.80565 -0.20846 -1.02877
O 2.36154 -1.75818 -2.30091
S 3.54682 -2.64197 -2.53883
O 4.70100 -2.25665 -3.39574
O 4.11101 -2.98221 -1.02877
C 5.23781 -3.88168 -0.94357
C 5.80965 -3.62808 0.37054
C 2.95286 -4.25909 -2.98242
H 6.03491 -3.60668 -1.63429
H 4.93227 -4.92122 -1.06236
H 5.95445 -2.54774 0.37018
H 6.79712 -4.08960 0.37131
H 5.26196 -3.89040 1.27570
H 2.33606 -4.57165 -2.13983
H 3.82050 -4.91856 -3.00278
H 2.29770 -4.23150 -3.85311
O -0.17212 -4.99878 -3.70248
S -0.98743 -4.21595 -2.81037
O -0.59751 -2.78239 -2.54583
O -2.57896 -4.36052 -3.21724
C -3.01929 -5.57304 -3.74388
C -4.19631 -6.12374 -2.86415
C -1.06852 -5.11023 -1.16703
H -2.27466 -6.33640 -3.96951
H -3.49280 -5.32656 -4.69422
H -3.86549 -6.40238 -1.86364
H -4.54437 -7.06429 -3.29114
H -5.04295 -5.45354 -2.71541
H -0.06086 -5.12680 -0.75176
H -1.29274 -6.12473 -1.49658
H -1.89186 -4.65344 -0.61789
O -5.07263 0.81124 -1.58108
S -4.07655 1.93387 -1.48046
O -2.70126 1.61597 -1.79346
O -4.61370 3.21295 -2.38078
C -5.93638 3.49387 -2.35002
C -6.15993 5.05322 -2.56722
C -4.07697 2.62881 0.28598
H -6.36649 3.08504 -1.43570
H -6.40288 2.93448 -3.16092
H -7.23668 5.18051 -2.67903
H -5.68741 5.48964 -3.44719
H -5.90526 5.65354 -1.69379
H -3.95384 1.81391 0.99934
H -5.08177 3.02448 0.43404
H -3.23325 3.30717 0.41275
C 0.74824 1.91306 6.11296
Br 0.72582 -0.00595 6.68031
Br 2.50676 2.78657 6.26017
Br -0.63912 2.95835 7.20782
H 0.54491 1.96623 5.04342
C 4.37739 -0.46854 3.95638
C 3.96026 -1.88448 4.28891
O 4.63655 -2.27386 5.44932
S 5.75099 -1.08570 5.96506
O 7.12805 -1.57849 6.02673
O 5.16370 -0.38868 7.09786
O 5.55665 -0.13105 4.66367
H 3.59185 0.20174 4.30531
H 4.56539 -0.44193 2.88304
H 4.37397 -2.59797 3.57625
H 2.90780 -2.12462 4.43979
*
```

---

# 2
Formula: C16H17N3O2
Source: the Open Molecules 2025 dataset
Level of theory: the ωB97M-V functional and the def2-TZVPD basis

Values from the calculation:
**Orbital gap**: 7.01 eV
**ΔE to the lowest compared entry with this formula, charge and spin**: 84.3 kcal per mole
**Total energy**: -25431.032 eV

Geometry as ORCA input:
```
! RIJCOSX wB97M-V def2-TZVPD def2/J DEFGRID3
* xyz 0 1
C 0.44103 1.06717 1.17057
C -0.54752 1.06288 2.31678
C -0.93757 2.25829 2.93874
N -1.25910 3.28609 3.41962
C -0.89562 -0.11006 2.99635
N -1.21203 -1.09724 3.55443
C 1.27560 -0.22724 1.14485
C 0.66600 -1.44829 0.88262
C 1.42917 -2.62328 0.85578
C 2.80146 -2.56874 1.13061
C 3.39987 -1.34450 1.44634
C 2.63703 -0.17433 1.44559
H 1.12098 1.92902 1.25428
H -0.41053 -1.50717 0.71504
H 0.93868 -3.56993 0.62506
H 3.39680 -3.47994 1.09436
H 4.46393 -1.28867 1.68616
H 3.07831 0.79581 1.68155
C 0.68392 -1.37711 -3.90600
O 1.03472 -0.12140 -3.28063
C 0.41160 0.01188 -2.11415
C 0.62876 1.30624 -1.36342
C 0.16827 2.50359 -2.20212
C -0.86690 3.26671 -1.37948
C -1.28874 2.37207 -0.22014
N -0.26440 1.23743 -0.13102
O -0.33400 -0.87540 -1.68347
H 1.24836 -1.38525 -4.83758
H 0.97406 -2.21305 -3.25708
H -0.39682 -1.41392 -4.09482
H 1.67556 1.37296 -1.05005
H 1.05270 3.10438 -2.43178
H -0.26514 2.17722 -3.16123
H -0.44440 4.19052 -0.97049
H -1.74890 3.54521 -1.96608
H -1.33313 2.90624 0.72129
H -2.26309 1.90210 -0.39732
H -0.79107 0.36404 -0.28992
*
```

---

# 3
Formula: C7HN
Source: the Open Molecules 2025 dataset
Level of theory: the ωB97M-V functional and the def2-TZVPD basis

Values from the calculation:
**Orbital gap**: 7.93 eV
**ΔE to the lowest compared entry with this formula, charge and spin**: 42.3 kcal per mole
**Structure (SMILES)**: C#CC#CC#CC#N
**Total energy**: -8757.389 eV

Geometry as ORCA input:
```
! RIJCOSX wB97M-V def2-TZVPD def2/J DEFGRID3
* xyz 0 1
C 0.78466 0.87105 -3.63923
C 0.63766 0.89288 -2.38213
C 0.42715 0.89435 -1.02459
C -0.04088 0.49261 0.09583
C -0.36737 -0.18182 1.29017
C -0.43869 -0.80068 2.36627
C -0.78185 -1.16675 3.47878
N -1.33060 -1.50211 4.49363
H 1.10992 0.50047 -4.67873
*
```

---

# 4
Formula: C20H29N3O8S
Source: the Open Molecules 2025 dataset
Level of theory: the ωB97M-V functional and the def2-TZVPD basis

Values from the calculation:
**Orbital gap**: 9.05 eV
**ΔE to the lowest compared entry with this formula, charge and spin**: 32.6 kcal per mole
**Structure (SMILES)**: CCOC(CNC(=O)CN1C(=O)COc2ccc(S(=O)(=O)N3CCOCC3)cc21)OCC
**Total energy**: -52876.405 eV

Geometry as ORCA input:
```
! RIJCOSX wB97M-V def2-TZVPD def2/J DEFGRID3
* xyz 0 1
C -3.97579 -0.42168 2.84902
C -2.61166 -0.94243 2.08574
O -3.04572 -1.40465 0.58291
C -2.10718 -1.95992 0.08547
C -2.53731 -1.97307 -1.55868
N -2.61742 -0.67616 -1.90262
C -1.35811 -0.18831 -2.28270
O -0.34326 -0.62354 -2.24535
C -1.47211 1.57285 -2.70738
N -1.79760 2.21926 -1.26799
C -3.08367 2.32532 -1.01948
O -4.12308 2.01421 -1.38380
C -3.18384 3.11557 0.48050
O -2.10540 3.99350 0.58088
C -0.78100 3.36841 0.51075
C 0.22151 3.55440 1.30511
C 1.52147 3.43934 0.99080
C 1.58909 2.39672 0.05824
S 3.31855 1.79320 -0.37284
O 3.37137 1.38475 -1.82623
O 4.24518 2.50768 0.24287
N 3.20775 0.52537 0.52087
C 4.36561 -0.03606 1.08539
C 5.35041 -0.70346 0.38752
O 4.88395 -1.95028 -0.10357
C 3.56795 -1.42886 -0.83477
C 2.57286 -0.95197 -0.21679
C 0.65194 2.01566 -0.79458
C -0.65329 2.61946 -0.63786
O -1.90340 -3.27304 0.73734
C -0.47694 -3.48249 0.63082
C 0.24341 -3.73808 -0.64338
H -3.77654 -0.02215 3.80511
H -4.28427 0.41237 2.50729
H -4.71379 -1.27785 2.69062
H -2.24839 -1.74863 2.56533
H -1.90645 -0.20865 2.09752
H -1.20120 -1.26481 0.13774
H -3.48552 -2.28723 -1.23720
H -1.86043 -2.65251 -2.05834
H -3.27189 -0.15987 -1.81103
H -0.51499 1.92492 -3.25841
H -2.40696 1.53782 -3.14773
H -3.39515 2.24687 1.33704
H -4.04597 3.67474 0.36437
H 0.04972 4.45409 2.08533
H 2.20586 3.62979 1.66583
H 4.75384 0.89402 1.93795
H 4.04229 -0.61463 1.96128
H 6.09081 -0.99106 1.05826
H 5.86557 -0.17852 -0.34259
H 3.22914 -2.46575 -1.48691
H 4.11749 -0.92505 -1.82372
H 1.71467 -0.40416 -0.96435
H 2.37494 -1.57447 0.48429
H 0.79659 1.38946 -1.83195
H -0.47670 -4.59789 1.24002
H 0.08156 -2.63473 1.36991
H 1.33894 -4.15723 -0.32758
H 0.31301 -2.65798 -1.12696
H -0.32046 -4.43255 -1.22731
*
```

---

# 5
Formula: C6H12O
Source: the Open Molecules 2025 dataset
Level of theory: the ωB97M-V functional and the def2-TZVPD basis

Values from the calculation:
**Orbital gap**: 11.12 eV
**ΔE to the lowest compared entry with this formula, charge and spin**: 32.9 kcal per mole
**Structure (SMILES)**: CC(C)[C@H]1O[C@H]1C
**Total energy**: -8462.929 eV

Geometry as ORCA input:
```
! RIJCOSX wB97M-V def2-TZVPD def2/J DEFGRID3
* xyz 0 1
C 0.81621 2.01177 -0.30161
C 0.61446 0.53629 0.01779
C 1.35883 0.08945 1.27461
C -0.84813 0.27816 0.26262
O -1.75526 0.18608 -0.81489
C -1.49747 -0.99151 -0.06289
C -0.89602 -2.02274 -0.99581
H 1.87284 2.23699 -0.46833
H 0.25158 2.28828 -1.19820
H 0.45741 2.63099 0.52925
H 0.96561 -0.05520 -0.83841
H 0.99236 0.64349 2.14759
H 2.43264 0.26964 1.18473
H 1.20342 -0.97875 1.47070
H -1.27840 0.86233 1.07747
H -2.34453 -1.32441 0.53736
H 0.19453 -2.00299 -1.07555
H -1.30567 -1.60926 -1.89625
H -1.23441 -3.04862 -0.85016
*
```

---

# 6
Formula: C30H48BrCrN3P2
Source: the Open Molecules 2025 dataset
Level of theory: the ωB97M-V functional and the def2-TZVPD basis

Values from the calculation:
**Orbital gap (spin up / spin down)**: 5.71 / 7.36 eV
**ΔE to the lowest compared entry with this formula, charge and spin**: 0.0 kcal per mole
**<S²>**: 6.308
**Total energy**: -153384.301 eV

Geometry as ORCA input:
```
! RIJCOSX wB97M-V def2-TZVPD def2/J DEFGRID3
* xyz 2 5
N -0.42662 -2.06134 -8.20660
C 0.78157 -2.14917 -7.65310
C 1.04415 -1.71049 -6.35903
C 0.00216 -1.12547 -5.59866
C -1.28881 -1.06439 -6.21437
C -1.42525 -1.51021 -7.52744
C 0.18212 -0.73137 -4.22299
Cr -0.40503 0.04352 -1.47936
P -1.60338 -1.22267 1.10468
C -0.95963 -0.73517 -3.32885
C -1.12766 -2.00736 -2.54617
C -2.39327 -2.64348 -2.43774
C -2.44741 -4.00636 -2.13083
C -1.28010 -4.77615 -1.84534
C -0.06169 -4.05258 -1.69586
C 0.01080 -2.71965 -2.10640
Br -1.37494 -6.58832 -1.55027
H 1.19674 -0.79497 -3.80593
H -1.89934 -0.31806 -3.76197
H 2.02694 -1.83204 -5.94620
H -2.17365 -0.67874 -5.71254
H 1.56563 -2.60875 -8.24960
H -2.38979 -1.44830 -8.04153
H -3.30430 -2.07733 -2.61849
H 0.96322 -2.16752 -2.01203
H -3.41315 -4.48896 -2.05323
H 0.78492 -4.56729 -1.21148
P -1.60974 1.96915 -1.13017
C -0.99767 -2.82731 1.89570
C -1.83319 -3.56030 2.96062
H 0.01828 -2.63845 2.28925
H -0.90318 -3.48153 1.02086
H -1.29563 -4.48505 3.20644
H -1.93987 -2.99755 3.89987
H -2.83377 -3.85480 2.61566
C -3.45309 -1.39310 1.45312
C -4.12512 -1.19350 2.81744
H -3.69264 -2.42661 1.12807
H -3.92892 -0.71431 0.72217
H -5.21408 -1.23638 2.67902
H -3.90293 -1.98135 3.54695
H -3.91726 -0.23824 3.30334
C -0.96177 -0.00320 2.38342
C -1.13753 -0.21901 3.89491
H -1.34790 0.99122 2.09235
H 0.11617 0.00282 2.15006
H -0.82236 0.70396 4.39555
H -2.17223 -0.41111 4.19969
H -0.50940 -1.03025 4.27853
C -0.68612 3.09531 -0.02618
C -1.07043 4.56932 -0.20410
H 0.38613 2.94396 -0.22148
H -0.84443 2.76941 1.01638
H -0.46986 5.05193 -0.98600
H -2.12490 4.68780 -0.47805
H -0.90573 5.12346 0.72772
C -3.16570 1.62480 -0.18214
C -4.28346 1.00633 -1.01996
H -3.51563 2.55330 0.31236
H -2.84731 0.94296 0.62809
H -4.60175 1.69427 -1.81320
H -4.00012 0.05653 -1.50066
H -5.15634 0.81925 -0.38114
C -2.14188 2.79877 -2.65945
C -1.03137 3.12987 -3.66882
H -2.73507 3.70740 -2.42923
H -2.84888 2.09697 -3.13342
H -1.48130 3.53013 -4.59042
H -0.32785 3.88342 -3.28660
H -0.44809 2.25065 -3.97885
C 3.48325 -0.47426 2.35637
C 2.90946 -0.10306 1.04424
C 3.36494 0.82048 0.09404
C 2.39716 0.85851 -0.92361
N 1.39864 0.01818 -0.60103
N 1.74718 -0.58164 0.57875
C 2.27839 1.62466 -2.17603
H 4.29010 -1.21169 2.22664
H 3.92028 0.42213 2.82007
H 2.73899 -0.88301 3.05736
H 4.26243 1.40895 0.15917
H 1.25229 -1.41753 0.89327
H 1.54651 2.45368 -2.05984
H 3.24937 2.05517 -2.47884
H 1.90586 0.98568 -3.00425
*
```